Density functional theory data (the ωB97M-V functional and the def2-TZVPD basis) for a structure of composition C32H27MoNO8P.

Geometry as XYZ:
```
70
Properties=species:S:1:pos:R:3:forces:R:3:lowdin_charge:R:1
Mo -0.118313 0.132269 0.729939 0.2634 0.0080 0.3983 1.546
O -1.047766 3.291695 2.809878 -0.1009 0.0439 -0.0479 0.094
C -0.719024 2.136571 2.714569 0.2159 -0.2553 0.1194 -0.585
O 0.288734 1.689130 1.976197 -0.2570 0.5257 -0.1565 -0.246
C -1.325543 1.047956 3.636044 0.0394 -0.0632 -0.0749 -0.089
C -0.205526 0.041955 3.959204 -0.1565 0.0693 0.0295 -0.247
C -0.520673 -0.800402 5.187262 -0.0250 -0.0234 -0.0336 -0.090
C -1.623192 -1.741257 4.650449 -0.0042 -0.0325 0.0270 -0.088
C -1.752767 -1.284078 3.205462 0.0360 0.1847 0.0856 -0.219
O -0.372229 -0.906833 2.860488 -0.0371 -0.0393 0.0450 -0.176
C -2.443580 0.094694 3.077514 0.2736 -0.1595 -0.0924 -0.083
C -2.822732 0.137694 1.587712 0.2033 0.2852 0.3461 -0.589
O -3.713590 -0.582240 1.200781 -0.2464 0.2465 -0.1595 0.090
O -2.036123 0.883078 0.858962 -0.1174 -0.4445 -0.3469 -0.202
H -1.701923 1.545525 4.527710 0.0744 0.0919 0.0038 0.151
H 0.792330 0.460412 3.916330 0.0488 0.0087 0.0073 0.154
H -0.847383 -0.176696 6.018429 -0.0045 -0.0106 -0.0081 0.120
H 0.358711 -1.359503 5.506197 -0.0047 0.0027 0.0059 0.113
H -2.573442 -1.641481 5.173115 0.0144 -0.0005 0.0060 0.122
H -1.317261 -2.785983 4.698865 -0.0023 0.0110 -0.0004 0.115
H -2.113352 -2.026693 2.502635 0.0182 -0.0113 -0.0614 0.159
H -3.359012 0.183067 3.657278 -0.0134 -0.1986 0.0461 0.157
O 0.952305 -3.469811 -0.411992 0.0202 -0.0244 -0.0191 0.053
C 0.397437 -2.446278 -0.778558 -0.2210 -0.0440 0.0575 -0.586
O -0.398457 -1.759968 -0.010650 0.0392 -0.2840 -0.3383 -0.226
C 0.589352 -1.993952 -2.213860 0.0098 0.0333 -0.1067 -0.119
C 1.048393 -2.978324 -3.090170 -0.0059 0.0348 0.0699 -0.014
C 1.235165 -2.714407 -4.433274 0.0079 0.0151 -0.0664 -0.063
C 0.977593 -1.443905 -4.930774 0.0000 -0.0212 0.0188 -0.067
C 0.535658 -0.453936 -4.072225 0.0036 0.0130 0.0452 -0.076
C 0.332689 -0.711825 -2.714803 -0.0014 -0.0116 -0.0261 -0.275
P -0.271279 0.667458 -1.687313 0.1517 0.0712 0.3140 1.059
C 0.661914 2.127171 -2.232706 -0.0283 0.0433 -0.1323 -0.342
C 1.821804 2.448091 -1.528247 -0.0971 -0.0189 -0.0469 -0.080
C 2.589460 3.537274 -1.913137 0.0087 -0.0309 0.0356 -0.072
C 2.199322 4.316789 -2.991376 -0.0139 0.0139 -0.0249 -0.080
C 1.037190 4.011855 -3.687626 -0.0098 -0.0231 0.0112 -0.075
C 0.268618 2.920492 -3.311063 0.0504 -0.0072 0.0706 -0.096
C -1.984994 0.922327 -2.200614 0.0295 0.1430 -0.0005 -0.354
C -2.712105 -0.078968 -2.829718 0.0166 -0.0127 -0.0242 -0.067
C -4.057728 0.116972 -3.109469 -0.0181 0.0025 -0.0021 -0.071
C -4.673207 1.308652 -2.761660 -0.0111 -0.0395 -0.0199 -0.077
C -3.950050 2.307319 -2.122108 0.0695 0.0315 0.0312 -0.067
C -2.610735 2.114645 -1.831699 -0.0372 -0.0925 -0.0366 -0.099
H 1.251420 -3.956862 -2.678443 0.0010 -0.0007 -0.0149 0.117
H 1.583393 -3.499192 -5.092786 -0.0034 0.0132 -0.0019 0.106
H 1.122677 -1.222091 -5.980129 0.0030 -0.0100 0.0019 0.106
H 0.348256 0.540760 -4.458648 0.0141 -0.0375 0.0006 0.100
H 2.108122 1.849159 -0.671820 0.0332 0.0183 0.0167 0.080
H 3.484675 3.787380 -1.358575 -0.0053 -0.0033 -0.0016 0.105
H 2.794685 5.172686 -3.282851 -0.0063 -0.0045 -0.0005 0.104
H 0.725477 4.628962 -4.520444 -0.0034 -0.0056 0.0031 0.105
H -0.648136 2.695341 -3.841905 -0.0105 -0.0002 -0.0082 0.107
H -2.233922 -1.014571 -3.092024 -0.0242 0.0030 -0.0102 0.108
H -4.625732 -0.667518 -3.592056 0.0060 -0.0010 -0.0005 0.104
H -5.723726 1.457165 -2.977153 0.0088 -0.0043 0.0032 0.103
H -4.435561 3.229804 -1.831282 0.0073 -0.0046 -0.0015 0.107
H -2.053497 2.874375 -1.297456 -0.0186 0.0256 0.0047 0.118
O 2.016215 -0.271443 0.611551 -0.2584 0.0084 -0.0887 -0.242
N 2.707191 -1.103553 1.368486 0.0814 -0.0640 0.0973 -0.149
C 3.998190 -0.799578 1.594470 0.1238 0.1231 -0.0133 0.009
C 4.792672 -1.626316 2.350602 0.0817 0.0045 0.0211 -0.035
C 4.258974 -2.789483 2.888652 -0.1044 0.0307 -0.0572 -0.048
C 2.930657 -3.077307 2.635618 0.0916 -0.0793 0.0769 -0.010
C 2.165893 -2.221816 1.869785 -0.2164 -0.1128 0.0255 -0.009
H 4.321570 0.123449 1.139050 0.0108 -0.0061 0.0076 0.145
H 5.825586 -1.354744 2.514039 -0.0162 0.0290 -0.0209 0.115
H 4.868017 -3.455157 3.483742 0.0002 0.0076 -0.0025 0.113
H 2.467345 -3.977129 3.013571 -0.0243 0.0142 -0.0147 0.123
H 1.134848 -2.408865 1.614061 0.0468 0.0258 0.0295 0.104
```
Positions in Å, forces in eV/Å.

<S²>: 3.763
frontier orbital gap (alpha / beta): 7.093 / 8.530 eV
relative energy (zero: lowest compared OMol25 entry of this formula, charge and spin): 18.9 kcal per mole
spin multiplicity: 4
E_HOMO (alpha / beta): -0.2704 / -0.3254 Eh